No. 1
Computed, not measured: a gas-phase ion, C4H8NO (charge +1) in a non-equilibrium geometry, with ωB97M-V/def2-TZVPD.

As for the SMILES: C[C@@]1([NH3+])CC1=O. As for the total charge: +1. The energy above the lowest of the compared OMol25 structures with the same formula, charge and spin is 2.683 eV. The value obtained for the total energy is -286.84390 a.u. As for the spin multiplicity: 1. For the LUMO energy, the calculation gives -3.89 eV.

Positions of all 14 atoms, in Å:
O (-2.590, 0.150, 0.659)
N (0.544, 1.262, 0.512)
C (-0.883, -0.022, -1.232)
C (0.835, -1.216, 0.374)
C (-1.671, 0.046, -0.040)
C (0.007, -0.048, 0.042)
H (1.077, -1.543, 1.439)
H (1.301, 0.919, 1.042)
H (-0.715, 0.876, -1.797)
H (-0.001, 1.875, 1.182)
H (0.418, -2.229, 0.020)
H (1.813, -1.158, -0.050)
H (0.818, 1.888, -0.275)
H (-0.952, -0.801, -1.874)

Here are the Löwdin charges for atoms 1 to 2, given in e: O 0.232; N 0.247

***

No. 2
Computed, not measured: 8 unconnected molecules or ions with the total composition C42H106N6O6S2 in a non-equilibrium geometry, with ωB97M-V/def2-TZVPD.

As for the SMILES: CCOS(C)(=O)=O.CCOS(C)(=O)=O.CCN(CC)CC.CCN(CC)CC.CCN(CC)CC.CCN(CC)CC.CCN(CC)CC.CCN(CC)CC. As for the total charge: 0. The energy above the lowest of the compared OMol25 structures with the same formula, charge and spin is 2.230 eV. The value obtained for the total energy is -3239.98854 a.u. As for the spin multiplicity: 1. For the LUMO energy, the calculation gives 0.31 eV.

Positions of all 162 atoms, in Å:
S (4.257, 0.436, -1.062)
S (4.690, -1.686, -8.632)
O (4.139, -0.868, -1.654)
O (4.641, -3.109, -8.509)
O (4.162, 0.701, 0.339)
O (5.652, -1.030, -9.459)
O (3.234, 1.388, -1.903)
O (4.899, -1.116, -7.103)
N (-3.644, 6.628, -0.045)
N (-3.006, -3.885, 4.770)
N (-1.260, -0.221, 6.947)
N (4.078, -4.096, 3.467)
N (-0.910, 0.072, -0.737)
N (0.099, 1.168, -7.651)
C (-2.080, 0.634, 6.067)
C (-0.710, -0.658, -1.986)
C (3.100, -1.002, -9.119)
C (-1.956, -0.806, 8.098)
C (-5.736, 7.969, -0.133)
C (-1.324, 1.809, -5.564)
C (4.332, -1.834, -6.009)
C (4.898, -3.977, 4.665)
C (-1.440, -0.831, -7.932)
C (4.833, -4.311, 2.219)
C (-1.375, -5.029, 3.297)
C (-2.759, 6.880, -2.394)
C (-3.927, -2.874, 4.215)
C (2.345, 3.592, -1.791)
C (3.142, -1.120, -5.379)
C (0.556, -1.959, 6.623)
C (-3.042, 5.341, 0.246)
C (-3.371, -2.095, 3.047)
C (2.050, -3.143, 2.343)
C (-0.473, -0.101, 1.692)
C (5.831, -5.162, 4.872)
C (-2.825, -4.978, 3.828)
C (-2.238, 0.671, -0.730)
C (-5.101, 6.575, -0.111)
C (3.137, -2.985, 3.405)
C (-0.688, -0.831, 0.407)
C (-2.336, -5.089, 6.827)
C (0.608, 2.791, -9.486)
C (-2.926, 7.466, -0.977)
C (2.261, 2.165, -1.231)
C (-2.558, 1.742, -1.742)
C (0.681, -1.107, -2.379)
C (-1.250, 1.670, 5.318)
C (0.244, 2.594, -8.018)
C (-3.591, 4.580, 1.447)
C (-1.020, 0.544, -8.386)
C (-0.758, -1.318, 6.099)
C (5.701, -3.116, 1.837)
C (5.881, 1.145, -1.544)
C (-0.097, 1.154, -6.179)
C (-2.183, 0.247, 9.171)
C (-3.417, -4.276, 6.110)
H (2.485, -2.959, 1.361)
H (0.426, -2.307, 7.647)
H (5.492, -3.057, 4.768)
H (4.106, -4.580, 1.456)
H (-1.447, 2.895, -5.587)
H (-1.852, 2.548, 5.062)
H (-0.789, -5.315, 4.174)
H (3.440, -0.084, -5.227)
H (-5.457, 8.656, -0.927)
H (-2.334, -6.073, 6.352)
H (-3.466, 8.398, -1.106)
H (2.311, 3.468, -2.885)
H (-1.671, 2.349, -1.945)
H (-1.966, 5.502, 0.353)
H (6.671, 0.563, -1.078)
H (-3.657, -3.377, 6.682)
H (0.761, -2.828, 5.999)
H (4.232, -4.022, 5.532)
H (-4.869, -3.378, 3.956)
H (-3.766, 5.291, 2.261)
H (3.154, 0.043, -8.810)
H (-0.496, 2.134, 5.949)
H (2.242, -1.420, -8.600)
H (6.682, -5.057, 4.195)
H (-0.479, 0.443, -9.334)
H (-1.262, 0.493, 9.704)
H (-1.257, -5.762, 2.501)
H (-3.406, 2.272, -1.315)
H (5.543, -5.113, 2.419)
H (-1.005, -4.056, 2.976)
H (0.222, -1.373, 0.144)
H (-4.371, -4.824, 6.050)
H (-3.674, 6.577, -2.907)
H (5.018, -2.005, -5.175)
H (5.083, -2.227, 1.702)
H (-1.246, 1.642, -4.484)
H (1.139, -1.735, -1.616)
H (-2.478, -1.517, 3.289)
H (6.330, -2.934, 2.716)
H (6.146, -5.208, 5.915)
H (4.104, -2.852, -6.334)
H (2.731, -2.867, 4.410)
H (-2.132, 5.984, -2.419)
H (0.429, 0.509, 1.740)
H (1.006, 3.011, -7.361)
H (-2.907, -1.243, 7.763)
H (-0.566, -1.417, -7.620)
H (6.408, -3.205, 1.014)
H (0.576, -1.685, -3.299)
H (-2.423, 1.080, 0.266)
H (-3.109, 4.694, -0.646)
H (-0.503, -0.857, 5.138)
H (-1.292, 0.605, 1.882)
H (2.953, -1.714, -4.484)
H (-4.067, -1.344, 2.662)
H (-3.476, -4.953, 2.943)
H (-1.351, -4.677, 6.600)
H (2.426, 2.311, -0.158)
H (-2.292, 1.439, -5.909)
H (-2.166, -0.951, -7.132)
H (0.797, 1.520, -5.666)
H (-2.666, 1.254, 6.759)
H (-0.975, 1.206, 4.369)
H (-1.483, -1.444, -2.068)
H (-1.736, -1.380, -8.829)
H (-1.548, -2.025, 5.812)
H (2.239, -1.163, -5.992)
H (5.956, 1.056, -2.624)
H (-1.860, 1.224, -8.584)
H (1.317, -1.185, 6.589)
H (5.330, -6.115, 4.695)
H (3.723, -2.089, 3.144)
H (-5.619, 5.997, 0.651)
H (-0.532, -0.729, 2.584)
H (-3.030, -0.095, -0.831)
H (-3.147, -2.723, 2.182)
H (-1.304, -1.565, 8.524)
H (1.502, 4.278, -1.716)
H (3.035, -1.026, -10.203)
H (1.704, -4.179, 2.378)
H (-1.925, 7.568, -0.558)
H (-2.792, 0.025, 5.500)
H (-4.569, 4.108, 1.348)
H (-2.509, 1.204, 8.760)
H (-1.038, -0.018, -2.817)
H (0.024, 0.084, -5.974)
H (-2.864, 3.827, 1.748)
H (3.309, 4.025, -1.536)
H (-6.825, 7.935, -0.107)
H (0.964, 3.816, -9.607)
H (-1.458, -1.613, 0.448)
H (-4.187, -2.227, 5.055)
H (-5.423, 8.405, 0.821)
H (-2.841, 1.293, -2.696)
H (-0.232, 2.538, -10.133)
H (-2.893, -0.062, 9.941)
H (-2.467, -5.149, 7.904)
H (-0.700, 3.115, -7.811)
H (-2.257, 7.614, -3.029)
H (1.422, 2.179, -9.886)
H (1.262, 1.729, -1.279)
H (1.308, -0.253, -2.633)
H (-5.347, 6.034, -1.043)
H (5.814, 2.152, -1.144)
H (-3.074, -5.981, 4.192)
H (1.261, -2.448, 2.625)

Here are the Löwdin charges for atoms 1 to 2, given in e: S 0.603; S 0.614

***

No. 3
Computed, not measured: a molecular structure, C22H35NO4OsP2 in a non-equilibrium geometry, with ωB97M-V/def2-TZVPD.

As for the total charge: 0. The energy above the lowest of the compared OMol25 structures with the same formula, charge and spin is 1.461 eV. The value obtained for the total energy is -1988.17053 a.u. Its expectation value of S² is 6.09. As for the spin multiplicity: 5. For the LUMO energy (alpha / beta), the calculation gives -0.58 / -3.68 eV.

Positions of all 65 atoms, in Å:
Os (-0.369, -0.143, 0.261)
P (1.642, -0.528, 1.303)
P (-2.098, 0.244, -1.206)
O (-0.121, 1.756, 0.637)
O (2.548, 4.584, 2.252)
O (4.153, 2.972, -1.162)
O (2.889, 2.731, 0.680)
N (-0.814, -1.852, 0.393)
C (-1.690, 0.442, -2.980)
C (-0.315, 4.043, 0.365)
C (1.851, 0.590, 2.730)
C (4.048, 4.788, 0.395)
C (0.084, 2.711, -0.192)
C (1.829, -2.168, 2.090)
C (-3.341, -1.100, -1.224)
C (4.661, 7.368, 1.316)
C (-1.018, -3.161, 0.443)
C (4.886, 5.611, -0.344)
C (-3.133, 1.704, -0.799)
C (-1.716, -3.758, 1.551)
C (3.726, 3.428, -0.109)
C (5.202, 6.897, 0.107)
C (3.157, -0.349, 0.305)
C (3.422, 5.280, 1.617)
C (0.632, 2.773, -1.567)
C (-1.384, -5.945, 0.581)
C (-0.705, -5.387, -0.511)
C (3.797, 6.588, 2.061)
C (-1.885, -5.126, 1.604)
C (-0.520, -4.021, -0.595)
H (2.036, -2.922, 1.322)
H (-1.524, -7.026, 0.635)
H (4.018, -0.133, 0.951)
H (-2.575, 0.753, -3.553)
H (3.037, 0.477, -0.404)
H (0.904, -2.431, 2.615)
H (1.312, 1.958, -1.883)
H (-2.675, 2.629, -1.171)
H (2.607, 3.406, 1.454)
H (-3.599, -1.366, -0.193)
H (0.859, 0.817, 3.139)
H (-2.085, -3.074, 2.322)
H (-0.436, 3.998, 1.455)
H (-2.925, -1.978, -1.731)
H (4.920, 8.364, 1.678)
H (5.286, 5.214, -1.277)
H (2.462, 0.099, 3.497)
H (-1.328, -0.522, -3.360)
H (-4.130, 1.588, -1.243)
H (0.006, -3.537, -1.424)
H (-2.413, -5.563, 2.452)
H (-4.247, -0.769, -1.747)
H (5.872, 7.525, -0.481)
H (-0.184, 2.889, -2.299)
H (3.355, 6.937, 2.992)
H (-0.315, -6.023, -1.306)
H (2.653, -2.142, 2.815)
H (-0.895, 1.186, -3.093)
H (-1.265, 4.378, -0.085)
H (0.450, 4.796, 0.130)
H (0.512, 0.975, -1.084)
H (-3.235, 1.767, 0.292)
H (2.334, 1.513, 2.396)
H (1.251, 3.679, -1.640)
H (3.322, -1.288, -0.239)

Here are the Löwdin charges for atoms 1 to 2, given in e: Os 0.846; P 0.649

***

No. 4
Computed, not measured: 2 unconnected molecules or ions with the total composition C2H3ClO2S in a non-equilibrium geometry, with ωB97M-V/def2-TZVPD.

As for the total charge: 0. The energy above the lowest of the compared OMol25 structures with the same formula, charge and spin is 0.975 eV. The value obtained for the total energy is -1086.81489 a.u. As for the spin multiplicity: 1. For the LUMO energy, the calculation gives -1.38 eV.

Positions of all 9 atoms, in Å:
Cl (-0.993, 1.644, -1.086)
S (-1.082, -2.298, -0.869)
O (-1.538, -1.875, 0.421)
O (0.251, -2.958, -0.851)
C (0.002, 1.616, 0.345)
C (0.916, 0.699, 0.381)
H (-0.048, 2.531, 0.936)
H (1.544, 0.655, 1.181)
H (0.948, -0.013, -0.459)

Here are the Löwdin charges for atoms 1 to 2, given in e: Cl 0.564; S 0.879

***

No. 5
Computed, not measured: 11 unconnected molecules or ions with the total composition C34H76F8N3O15S, with ωB97M-V/def2-TZVPD.

As for the total charge: +1. The energy above the lowest of the compared OMol25 structures with the same formula, charge and spin is 0.000 eV. The value obtained for the total energy is -3830.64350 a.u. As for the spin multiplicity: 1. For the LUMO energy, the calculation gives -2.66 eV.

Positions of all 137 atoms, in Å:
S (5.300, 0.710, 0.764)
F (-7.687, 2.695, 1.777)
F (-4.380, 2.461, 4.119)
F (-3.553, 0.142, 3.812)
F (-5.544, -0.420, 4.543)
F (-7.087, 0.587, 1.703)
F (-6.482, 1.895, 4.136)
F (-5.313, 3.568, 2.039)
F (-4.337, 1.726, 1.384)
O (1.969, -0.901, -3.034)
O (2.055, 5.301, -0.390)
O (-4.918, -3.978, -2.740)
O (0.826, -4.697, 0.295)
O (-5.686, 1.347, -0.878)
O (1.066, -5.311, 2.440)
O (6.738, 2.161, 2.500)
O (9.134, 2.499, 0.622)
O (7.513, 1.663, -2.576)
O (1.243, -8.671, -4.622)
O (-2.986, -0.423, -0.074)
O (2.438, -7.730, -0.392)
O (-8.605, 1.248, 6.933)
O (-6.848, 5.934, 3.341)
O (5.292, 4.001, -2.778)
N (-1.937, -1.800, -2.360)
N (4.571, 2.400, 2.784)
N (5.230, 3.213, 3.704)
C (3.000, -4.486, 1.294)
C (-7.100, 5.489, 4.666)
C (-4.876, 0.207, 3.555)
C (2.420, 1.511, -0.017)
C (-4.622, -0.557, -1.801)
C (-0.824, 1.854, -2.020)
C (-5.309, 1.704, 3.502)
C (1.177, -8.748, -3.201)
C (5.483, 1.806, 2.096)
C (3.056, -1.558, -2.379)
C (-6.738, 1.978, -0.208)
C (6.221, 5.075, -2.821)
C (-1.835, -2.375, -0.955)
C (-5.754, -0.072, -0.913)
C (6.483, 3.030, 3.497)
C (2.278, -8.442, 0.835)
C (8.459, 0.631, -2.287)
C (-5.299, -4.762, -1.606)
C (-0.383, -3.951, 0.432)
C (4.932, 1.953, -0.521)
C (-0.549, -3.190, -0.873)
C (1.700, 6.474, -1.117)
C (-6.734, 1.852, 1.314)
C (0.990, 2.004, -0.248)
C (-5.410, 2.220, 2.043)
C (9.446, 3.615, -0.193)
C (-3.277, 0.049, -1.393)
C (-1.849, -1.233, 0.051)
C (-2.225, -0.309, -2.432)
C (1.561, -4.862, 1.452)
C (3.467, 2.421, -0.643)
C (-0.863, 0.394, -2.444)
C (0.635, 2.239, -1.721)
C (-7.563, 0.395, 7.387)
H (-7.208, -0.258, 6.586)
H (-0.926, -0.648, -0.043)
H (1.089, -9.783, -2.861)
H (-4.522, -1.638, -1.652)
H (1.288, 1.596, -2.320)
H (-1.398, 1.990, -1.097)
H (3.273, 2.555, -1.710)
H (-1.855, -1.649, 1.059)
H (6.484, 5.348, -3.847)
H (-7.976, -0.220, 8.183)
H (-6.699, 3.043, -0.436)
H (-2.714, -0.151, -3.396)
H (-1.047, -1.968, -2.836)
H (5.337, 1.571, -1.455)
H (9.206, 0.971, -1.569)
H (10.433, 3.439, -0.617)
H (2.548, -7.817, 1.691)
H (2.626, -2.204, -1.616)
H (3.481, -4.521, 2.267)
H (-0.310, -3.286, 1.295)
H (9.480, 4.548, 0.376)
H (7.990, 2.402, -2.965)
H (-1.272, 2.505, -2.773)
H (-7.714, 1.599, -0.538)
H (2.343, -0.327, -3.710)
H (3.631, -2.173, -3.073)
H (2.042, -8.288, -2.723)
H (2.031, -9.138, -4.910)
H (-4.832, -0.378, -2.858)
H (-2.704, -3.016, -0.798)
H (7.316, 3.480, 4.012)
H (2.176, 7.365, -0.703)
H (3.382, 3.412, -0.199)
H (-6.182, 5.185, 5.176)
H (-3.367, 1.133, -1.329)
H (-5.857, -4.106, -0.942)
H (5.701, 3.230, -3.184)
H (5.743, 5.929, -2.347)
H (-4.451, -4.558, -3.350)
H (8.265, 2.634, 1.012)
H (1.753, 5.415, 0.517)
H (2.936, -9.306, 0.821)
H (-8.256, 1.799, 6.228)
H (8.950, 0.273, -3.194)
H (0.838, 2.923, 0.324)
H (5.545, 2.819, -0.276)
H (2.052, 6.330, -2.136)
H (-4.431, -5.154, -1.070)
H (1.841, -6.976, -0.370)
H (0.830, 3.277, -1.990)
H (-6.720, 0.965, 7.787)
H (7.900, -0.188, -1.841)
H (-7.534, 6.327, 5.206)
H (3.089, -3.489, 0.859)
H (2.506, 0.496, -0.427)
H (0.278, -8.212, -2.900)
H (-0.514, -3.918, -1.690)
H (0.617, 6.627, -1.136)
H (-5.619, -0.496, 0.087)
H (7.137, 4.841, -2.268)
H (3.489, -5.180, 0.606)
H (1.250, -8.788, 0.958)
H (2.593, 1.462, 1.061)
H (-7.813, 4.658, 4.687)
H (-6.730, -0.395, -1.289)
H (-6.462, 5.204, 2.852)
H (-2.657, -2.310, -2.876)
H (0.311, 1.254, 0.179)
H (-5.943, -5.593, -1.895)
H (0.309, -2.519, -1.001)
H (-0.480, 0.308, -3.467)
H (8.729, 3.729, -1.015)
H (-0.159, -0.181, -1.835)
H (-5.073, -0.310, 2.617)
H (3.722, -0.841, -1.894)
H (-1.221, -4.635, 0.593)

Here are the Löwdin charges for atoms 1 to 2, given in e: S 0.976; F 0.134

***

No. 6
Computed, not measured: a molecular structure, C13H10AuBr2N2 in a non-equilibrium geometry, with ωB97M-V/def2-TZVPD.

As for the total charge: +3. The value obtained for the total energy is -5893.37795 a.u. As for the spin multiplicity: 1. For the LUMO energy (alpha / beta), the calculation gives -15.95 / -16.16 eV.

Positions of all 28 atoms, in Å:
Au (-1.028, -0.782, 1.643)
Br (-4.802, 1.336, 2.542)
Br (-2.852, -1.138, 3.498)
N (0.811, 0.372, 1.201)
N (-0.533, -1.324, -0.447)
C (0.372, -0.494, -0.976)
C (-0.017, -1.489, -3.152)
C (-1.118, -2.260, -1.168)
C (2.287, 1.268, -2.031)
C (2.079, 1.269, -0.627)
C (-0.867, -2.390, -2.539)
C (0.658, -0.526, -2.370)
C (1.521, 1.069, 2.065)
C (1.080, 0.398, -0.109)
C (1.604, 0.408, -2.868)
C (2.549, 1.920, 1.649)
C (-4.506, -0.111, 3.790)
C (2.797, 2.060, 0.298)
H (-1.341, -3.190, -3.091)
H (3.130, 2.452, 2.391)
H (3.018, 1.952, -2.447)
H (1.277, 0.970, 3.116)
H (-1.811, -2.925, -0.669)
H (0.118, -1.517, -4.229)
H (1.806, 0.422, -3.932)
H (-5.329, -0.832, 3.707)
H (-4.433, 0.298, 4.806)
H (3.527, 2.784, -0.050)

Here are the Löwdin charges for atoms 1 to 2, given in e: Au 1.018; Br 0.726

***

No. 7
Computed, not measured: 2 unconnected molecules or ions with the total composition CH2ClO2S in a non-equilibrium geometry, with ωB97M-V/def2-TZVPD.

As for the total charge: -1. The energy above the lowest of the compared OMol25 structures with the same formula, charge and spin is 0.168 eV. The value obtained for the total energy is -1048.09566 a.u. Its expectation value of S² is 2.01. As for the spin multiplicity: 3. For the LUMO energy (alpha / beta), the calculation gives 3.81 / 1.41 eV.

Positions of all 7 atoms, in Å:
Cl (-3.252, -1.350, -0.036)
S (-1.539, 0.977, 0.013)
O (-1.976, 1.591, 1.202)
O (-1.946, 1.617, -1.190)
C (0.098, 0.634, 0.035)
H (0.515, 0.346, -0.951)
H (0.483, 0.230, 0.992)

Here are the Löwdin charges for atoms 1 to 2, given in e: Cl -0.511; S 0.378